1.
80
Properties=species:S:1:pos:R:3:lowdin_charge:R:1 method="wB97M-V/def2-TZVPD" max_force_ha_per_bohr=0.0142 e_above_lowest_kcal_mol=15.6 gap_ha=0.210 multiplicity=1
W 0.59247 -0.37212 -1.14064 1.1610
C -3.36908 -2.00708 0.57352 -0.0246
C -2.36029 -1.48758 -0.41601 -0.2448
N -1.06950 -1.56716 -0.18735 -0.0853
N -0.83830 -2.36038 0.94412 -0.0612
C 0.38321 -2.65330 1.16303 -1.0642
S 1.72147 -2.08515 0.27295 0.6195
S 0.68118 -3.76177 2.52759 0.8890
C 1.44064 -2.55324 3.65573 -0.4256
C 0.44088 -1.55828 4.16266 -0.2869
C -0.31417 -1.80915 5.30424 -0.0451
C -1.25704 -0.89028 5.74089 -0.0853
C -1.46017 0.28945 5.03613 -0.0898
C -0.71777 0.54186 3.89087 -0.0894
C 0.22502 -0.37874 3.45643 -0.0731
C -2.91813 -0.89401 -1.63105 -0.1139
C -4.30818 -0.80982 -1.80386 -0.0339
C -4.87837 -0.33256 -2.96675 -0.0929
C -4.05682 0.06020 -4.01886 -0.0840
C -2.68732 -0.01768 -3.88325 -0.0203
C -2.10190 -0.47806 -2.69521 -0.3540
O -0.79098 -0.47431 -2.62979 -0.2538
H -2.90809 -2.25491 1.51603 0.0665
H -3.86728 -2.89827 0.18349 0.1007
H -4.13514 -1.24548 0.73542 0.0779
H 2.25457 -2.06126 3.12351 0.0649
H 1.87281 -3.14872 4.46087 0.0805
H -0.16172 -2.73084 5.85613 0.1141
H -1.83319 -1.09299 6.63582 0.1006
H -2.19332 1.00823 5.38204 0.0978
H -0.86387 1.46234 3.33484 0.0901
H 0.78835 -0.18817 2.55195 0.0258
H -4.96990 -1.13940 -1.01450 0.0979
H -5.95558 -0.28224 -3.05884 0.0991
H -4.48882 0.42817 -4.94205 0.1029
H -2.02189 0.28765 -4.68247 0.1135
N 2.01928 1.35563 -4.73906 0.1373
C 1.88709 2.59487 -4.15518 -0.0487
C 1.45354 2.37545 -2.89035 -0.1011
N 1.31312 1.02817 -2.69640 -0.1113
C 1.68285 0.43685 -3.81341 -0.2953
C 1.75324 -1.00268 -3.83615 -0.2907
N 1.43381 -1.67443 -2.74347 -0.1153
C 1.66026 -2.99495 -3.00474 -0.0908
C 2.11473 -3.12186 -4.27635 -0.0474
N 2.16892 -1.84912 -4.79734 0.1348
H 2.37319 1.18306 -5.66250 0.1619
H 2.11446 3.50164 -4.68993 0.1201
H 1.25934 3.07531 -2.09463 0.1172
H 1.49172 -3.74492 -2.25119 0.1096
H 2.39977 -3.98405 -4.85501 0.1198
H 2.50520 -1.60955 -5.71206 0.1616
S 3.25917 -0.21690 -1.23745 0.6659
C 3.84488 0.15850 0.35814 -0.6944
C 5.13805 -0.15234 0.74812 -0.0487
C 5.59901 0.21356 2.01142 -0.1904
C 6.94031 -0.11425 2.39024 -0.1824
N 8.02071 -0.37247 2.69211 0.1626
C 4.74333 0.88804 2.89247 -0.1890
C 3.43945 1.18470 2.50172 -0.0486
C 2.97929 0.82621 1.24046 -0.6718
S 1.37652 1.25319 0.70626 0.6717
C 5.18882 1.27354 4.19839 -0.1808
N 5.52931 1.57993 5.25425 0.1641
H 5.79814 -0.68213 0.07336 0.1188
H 2.78135 1.69419 3.19331 0.1202
C -4.23251 3.83987 0.44654 -0.0337
C -3.09740 2.92034 0.11123 -0.2444
C -2.56575 2.03984 1.04252 0.0088
C -1.53714 1.19204 0.68199 -0.1838
N -1.00797 1.17521 -0.54861 -0.1327
C -1.51568 2.02488 -1.44895 -0.1181
C -2.53710 2.90353 -1.16222 0.0054
H -4.53449 3.73528 1.48745 0.0798
H -5.09522 3.62331 -0.18650 0.0894
H -3.95001 4.87950 0.27123 0.0891
H -2.94886 1.99932 2.05523 0.1185
H -1.11119 0.49633 1.39266 0.0628
H -1.10045 1.96740 -2.44090 0.1025
H -2.90885 3.55501 -1.94431 0.1240

=====

2.
77
Properties=species:S:1:pos:R:3:lowdin_charge:R:1 method="wB97M-V/def2-TZVPD" max_force_ha_per_bohr=0.0208 gap_ha=0.202 total_charge=+1 multiplicity=1
Al -1.91550 -0.05934 -1.13519 -0.1319
O 0.99929 2.62236 -1.66695 0.0834
C 0.16986 1.73115 -1.70378 -0.4358
N -0.97832 1.59271 -1.01329 0.0475
C -1.79608 2.67772 -0.64049 -0.1956
C -1.38484 3.94931 -0.27317 -0.0225
C -2.34018 4.92541 -0.01348 -0.0789
C -3.69008 4.63929 -0.13552 -0.0782
C -4.11747 3.37592 -0.52612 0.0013
C -3.17393 2.38863 -0.77586 -0.1738
N -3.43130 1.05823 -1.14969 0.0675
C -4.63072 0.55835 -1.49402 -0.4288
O -5.69501 1.11887 -1.67808 0.0885
C -4.53290 -0.94875 -1.59226 -0.1265
C -5.68449 -1.70689 -1.71504 0.0363
C -5.59401 -3.08295 -1.61579 -0.0109
C -4.34318 -3.65819 -1.42561 -0.0265
C -3.23503 -2.84005 -1.36269 -0.1036
N -3.31736 -1.50387 -1.43749 0.0667
C 0.25689 0.62889 -2.75039 -0.1751
C 1.35404 0.48530 -3.57462 0.0287
C 1.31355 -0.45659 -4.59364 -0.0133
C 0.15593 -1.19785 -4.77665 -0.0239
C -0.90495 -0.99854 -3.91008 -0.0915
N -0.85378 -0.11778 -2.91057 0.0336
H -0.33171 4.18126 -0.21932 0.0963
H -2.02047 5.91561 0.28396 0.1046
H -4.42366 5.40880 0.06554 0.1053
H -5.16555 3.15875 -0.65957 0.1053
H -6.61780 -1.18191 -1.86154 0.1315
H -6.47956 -3.70160 -1.67243 0.1223
H -4.22215 -4.72742 -1.33002 0.1161
H -2.24462 -3.25897 -1.26233 0.0744
H 2.21260 1.12170 -3.40900 0.1296
H 2.16910 -0.59932 -5.23999 0.1210
H 0.07271 -1.92070 -5.57546 0.1167
H -1.83199 -1.54965 -4.01676 0.1255
S -2.00030 -0.16584 1.36094 0.9355
C -0.43636 -0.63894 1.75438 -0.5985
N 0.20969 -0.18351 2.81765 -0.0677
C 1.55468 -0.68617 3.09965 -0.0849
C 1.56702 -2.17273 2.84658 -0.0788
N 1.20413 -2.39595 1.45022 -0.0909
C 1.89693 -3.45020 0.72333 -0.1174
C 3.21261 -3.00499 0.11964 -0.2071
C 4.22401 -3.94932 -0.02364 -0.0395
C 5.42319 -3.60949 -0.62863 -0.0668
C 5.63185 -2.31270 -1.07729 -0.0726
C 4.63563 -1.36203 -0.91630 -0.0670
C 3.42682 -1.70684 -0.32790 -0.0461
C 0.25808 -1.64719 0.90354 -0.5733
S -0.15223 -1.79757 -0.71527 0.9429
C -0.21964 1.00739 3.56869 -0.0923
C 0.83688 2.07669 3.42627 -0.2259
C 1.74432 2.36051 4.44057 -0.0512
C 2.76166 3.27882 4.22675 -0.0696
C 2.88490 3.91308 2.99862 -0.0668
C 1.97529 3.63752 1.98609 -0.0530
C 0.95618 2.72533 2.20236 -0.0231
H 1.80205 -0.46598 4.13427 0.1396
H 2.28480 -0.18858 2.45540 0.1494
H 0.85419 -2.67804 3.50577 0.1500
H 2.55790 -2.58597 3.02102 0.1454
H 1.23248 -3.81284 -0.06156 0.0995
H 2.07599 -4.26598 1.42457 0.1376
H 4.07458 -4.95933 0.34177 0.1172
H 6.19838 -4.35530 -0.74375 0.1109
H 6.57197 -2.04477 -1.54063 0.1097
H 4.79815 -0.34307 -1.24369 0.1096
H 2.65679 -0.95082 -0.22630 0.0935
H -0.38167 0.73468 4.61328 0.1418
H -1.16521 1.33701 3.15008 0.0833
H 1.64621 1.88251 5.40989 0.1155
H 3.46270 3.49748 5.02196 0.1089
H 3.68283 4.62409 2.83166 0.1093
H 2.05883 4.12742 1.02421 0.1100
H 0.24635 2.50374 1.41318 0.0976

=====

3.
82
Properties=species:S:1:pos:R:3:mulliken_spin:R:1 method="wB97M-V/def2-TZVPD" max_force_ha_per_bohr=0.0139 e_above_lowest_kcal_mol=7.1 gap_ha="0.253 / 0.176" total_charge=+2 s_squared=0.77 multiplicity=2
Ir 0.50920 -0.02485 0.03517 0.0935
Cl -2.20723 -1.68886 -1.66662 0.0190
C -3.17753 -1.64671 -0.25474 0.0632
C -4.51005 -1.95815 -0.41801 -0.0270
C -5.36175 -1.99389 0.67833 0.1354
C -4.88615 -1.73005 1.95479 -0.0368
C -3.55953 -1.41265 2.13229 0.1167
Cl -3.03270 -1.08322 3.73634 0.0160
C -2.64614 -1.33888 1.03086 0.0342
S -1.05117 -0.88530 1.46994 0.5333
H -4.87716 -2.17733 -1.41035 0.0014
H -6.40602 -2.23683 0.53565 0.0052
H -5.54231 -1.76218 2.81249 0.0025
Br 5.39831 -0.72294 4.54565 0.0000
C 4.01444 -0.61655 3.30032 0.0009
C 3.79366 -1.64600 2.39946 0.0002
C 2.76024 -1.51648 1.49492 -0.0023
N 1.96628 -0.44126 1.45520 -0.0084
C 2.18055 0.56990 2.32920 -0.0006
C 3.19492 0.50294 3.26552 -0.0010
C 1.26251 1.72904 2.22386 0.0104
C 1.32987 2.83491 3.04811 -0.0010
C 0.38880 3.84705 2.89323 -0.0017
Br 0.46229 5.35724 3.98503 -0.0002
C -0.60050 3.71927 1.93171 -0.0042
C -0.60079 2.59220 1.13334 0.0018
N 0.31652 1.63323 1.26915 -0.0056
H 4.40939 -2.53341 2.39656 -0.0001
H 2.55088 -2.29106 0.77459 0.0010
H 3.35902 1.30729 3.96572 -0.0002
H 2.09017 2.92501 3.80840 -0.0004
H -1.35674 4.47844 1.79568 0.0004
H -1.33301 2.43575 0.35285 -0.0078
Br -3.86791 3.83642 -5.96187 0.0000
C -3.63226 2.79202 -4.41524 0.0001
C -4.74087 2.38989 -3.67656 0.0001
N -4.64138 1.64629 -2.58008 0.0000
C -3.42601 1.29108 -2.17882 -0.0044
C -2.26282 1.65166 -2.84722 0.0053
C -2.37026 2.41511 -4.00281 0.0000
C -0.90994 1.22571 -2.36693 -0.0050
O 0.07777 1.30577 -3.07353 0.0000
O -0.93540 0.80469 -1.12708 0.0192
H -5.73738 2.67958 -3.98723 0.0000
H -3.37123 0.67913 -1.28602 -0.0005
H -1.48457 2.69487 -4.55639 0.0001
C 1.11849 -5.70237 -0.19112 0.0018
C 0.21107 -4.78482 0.59324 -0.0033
N 0.51259 -3.40120 0.24076 0.0088
C 0.94808 -2.95829 -0.96277 -0.0066
N 1.01131 -1.65178 -1.20850 0.0127
C 1.35056 -1.33988 -2.61011 -0.0039
C 2.53060 -2.16010 -3.07561 0.0004
C 2.08794 -3.60180 -3.07898 0.0001
N 1.33943 -3.89738 -1.85214 0.0008
C 1.02411 -5.31780 -1.65162 -0.0015
H 0.81556 -6.73970 -0.05700 0.0007
H 2.15003 -5.60545 0.15400 -0.0001
H 0.34998 -4.89554 1.66789 0.0000
H -0.83672 -5.00554 0.36506 0.0011
H 0.17984 -2.69234 0.86690 0.0252
H 1.51803 -0.28069 -2.71218 0.0010
H 0.48081 -1.55665 -3.24289 0.0001
H 3.38544 -2.01050 -2.41101 0.0002
H 2.83101 -1.85737 -4.07836 0.0001
H 2.93408 -4.28948 -3.11938 0.0002
H 1.45072 -3.80662 -3.94318 0.0000
H 1.73788 -5.88634 -2.24439 0.0001
H 0.02631 -5.52972 -2.04723 0.0003
N 1.96609 1.08807 -0.89448 -0.0032
C 2.76448 1.61523 -1.52465 0.0078
C 3.67616 2.33884 -2.34342 0.0010
C 4.98569 2.57441 -1.91848 0.0010
C 5.83644 3.27483 -2.75155 -0.0007
C 5.38357 3.72453 -3.98752 0.0017
C 4.08104 3.47993 -4.40447 -0.0005
C 3.21208 2.78186 -3.58547 0.0016
H 5.32100 2.21836 -0.95360 0.0001
H 6.85295 3.47255 -2.44153 0.0000
H 6.05653 4.27253 -4.63335 0.0001
H 3.74341 3.83511 -5.36802 0.0000
H 2.19200 2.57274 -3.88273 0.0002

=====

4.
70
Properties=species:S:1:pos:R:3:lowdin_charge:R:1 method="wB97M-V/def2-TZVPD" max_force_ha_per_bohr=0.0981 gap_ha=0.192 multiplicity=1
Ca 0.77372 -1.14207 0.46774 1.3093
C -0.17984 -0.58821 5.07932 -0.1006
C 1.07641 -0.35172 5.62841 -0.0719
C 2.20912 -0.68398 4.87664 -0.0037
C 2.04870 -1.20248 3.56880 -0.2444
N 0.80969 -1.27076 3.01572 -0.0025
C -0.27096 -1.14710 3.80159 -0.1558
C 3.15431 -1.72807 2.83049 -0.2534
C 4.42995 -1.83492 3.43737 -0.0549
C 5.26010 -2.83181 2.94201 -0.1195
C 4.85983 -3.58819 1.84820 -0.1103
C 3.74226 -3.21054 1.04632 -0.1696
C 2.92240 -2.16904 1.48477 -0.1575
H -1.13681 -0.44913 5.62456 0.1040
H 1.17468 0.10830 6.62600 0.1112
H 3.17244 -0.72768 5.37592 0.1002
H -1.23777 -1.51139 3.40868 0.1074
H 4.75949 -1.28060 4.26619 0.0743
H 6.07436 -3.13987 3.55863 0.0836
H 5.41759 -4.48470 1.51115 0.0953
H 3.49396 -3.81037 0.12014 0.0966
C 3.97832 -1.98205 -2.98624 -0.0660
C 3.14487 -2.13593 -4.12441 -0.0867
C 1.76800 -2.15463 -3.93569 -0.0765
C 1.16964 -1.85445 -2.71885 -0.2327
C 2.06682 -1.68943 -1.61737 -0.1854
C 3.39980 -1.73182 -1.72411 -0.1828
C -0.27204 -1.67742 -2.61269 -0.2209
C -1.11945 -1.72912 -3.73719 0.0205
C -2.51906 -1.52884 -3.62667 0.0167
C -3.01990 -1.08548 -2.40670 -0.1699
C -4.36461 -0.73265 -2.23340 -0.0356
C -4.84561 -0.26704 -1.02683 -0.1057
C -4.03624 -0.17175 0.07230 -0.0989
C -2.68350 -0.47105 -0.03833 -0.0095
C -2.10575 -1.01557 -1.26008 -0.1723
N -0.79421 -1.39614 -1.39281 0.0279
H 5.03432 -1.90484 -3.11434 0.0806
H 3.63317 -2.30587 -5.08573 0.0932
H 1.13551 -2.38960 -4.75200 0.0723
H 3.95512 -1.46244 -0.82423 0.0743
H -0.74622 -2.23682 -4.59154 0.0877
H -3.13899 -1.68935 -4.48163 0.1100
H -5.04897 -0.82481 -3.04893 0.1067
H -5.91838 -0.01841 -0.95424 0.1139
H -4.44879 0.20158 0.99129 0.1036
H -2.08951 -0.45842 0.87869 0.0886
C -4.45130 4.02475 -1.00111 -0.0393
C -3.10790 3.64160 -0.57654 -0.2529
C -2.66259 3.35442 0.68538 0.0014
C -1.37849 2.88603 0.83296 -0.1787
C -0.97360 2.50372 2.22456 -0.0187
C -0.47041 2.84017 -0.25876 -0.1192
C 0.73574 2.11980 -0.19649 -0.1128
O 0.92180 1.04100 0.48135 -0.1971
C -0.88407 3.22820 -1.56947 -0.1963
C 0.07667 3.20561 -2.72309 -0.0340
C -2.20582 3.65250 -1.64784 -0.0015
H -5.16177 3.54212 -0.42199 0.0604
H -4.58350 3.67406 -2.00492 0.0802
H -4.62123 5.09034 -0.91350 0.0996
H -3.23470 3.46761 1.56149 0.1195
H -0.00498 1.97503 2.25207 0.0824
H -1.78314 1.94211 2.61905 0.0715
H -0.94527 3.32947 2.87944 0.0766
H 1.57045 2.50792 -0.81516 0.1397
H 0.27454 2.17554 -3.10239 0.1056
H 1.04123 3.60797 -2.31516 0.0892
H -0.28819 3.90950 -3.51372 0.0971
H -2.55140 4.03721 -2.64308 0.1363